5 unconnected molecules or ions with the total composition C24H29ClN2O6 in a non-equilibrium geometry, computed with ωB97M-V with the def2-TZVPD basis set.

Each line ends with the natural charge from an NBO analysis.
Atoms and positions in Å:
1 Cl 37.763 26.419 31.566  -0.83
2 O 36.746 27.810 29.176  -0.70
3 O 33.833 22.308 36.248  -0.65
4 O 36.570 25.188 24.372  -0.69
5 O 38.330 25.312 34.551  -0.75
6 O 38.118 29.660 31.588  -0.71
7 O 43.436 30.370 33.822  -0.71
8 N 39.610 22.559 33.085  -0.31
9 N 40.781 24.469 33.002  -0.31
10 C 40.401 30.732 31.598  -0.22
11 C 37.315 25.707 28.073  -0.29
12 C 39.411 29.902 32.205  0.25
13 C 41.833 30.939 32.151  -0.26
14 C 42.186 30.155 33.274  0.27
15 C 36.432 27.648 26.896  -0.23
16 C 37.129 25.008 26.695  -0.29
17 C 39.945 23.570 32.371  0.28
18 C 36.029 23.226 36.768  -0.21
19 C 38.483 21.622 32.808  -0.22
20 C 36.626 25.750 25.577  0.23
21 C 37.150 24.617 34.930  0.26
22 C 34.977 22.942 35.892  0.24
23 C 39.819 29.137 33.221  -0.26
24 C 41.402 25.599 32.415  -0.47
25 C 35.035 23.549 34.630  -0.25
26 C 40.216 22.624 34.287  -0.09
27 C 37.217 24.126 36.228  -0.23
28 C 41.149 29.248 33.722  -0.30
29 C 40.988 23.795 34.188  0.00
30 C 36.470 27.160 25.582  -0.23
31 C 36.047 24.427 34.139  -0.27
32 C 36.909 27.053 28.082  0.28
33 C 38.936 20.224 32.382  -0.62
34 H 37.231 27.304 29.966  0.49
35 H 41.661 24.383 34.920  0.25
36 H 35.794 24.686 33.164  0.25
37 H 33.222 22.588 35.706  0.46
38 H 37.853 28.693 31.836  0.51
39 H 34.104 23.550 34.027  0.20
40 H 38.306 25.427 33.532  0.51
41 H 38.179 19.512 31.931  0.25
42 H 36.157 22.929 37.660  0.19
43 H 42.538 31.682 31.700  0.23
44 H 42.277 25.388 31.917  0.22
45 H 36.165 24.368 24.396  0.47
46 H 39.174 28.310 33.790  0.24
47 H 40.611 26.190 31.840  0.30
48 H 39.603 19.781 33.218  0.22
49 H 36.224 27.905 24.683  0.24
50 H 37.769 21.915 32.061  0.24
51 H 41.561 26.534 33.115  0.26
52 H 43.730 29.971 34.764  0.50
53 H 39.689 20.468 31.503  0.21
54 H 36.389 28.602 26.965  0.19
55 H 39.916 21.939 35.226  0.28
56 H 39.475 23.677 31.282  0.27
57 H 37.638 25.044 28.953  0.22
58 H 37.941 24.208 36.890  0.20
59 H 37.450 23.979 26.752  0.21
60 H 37.937 21.450 33.696  0.23
61 H 40.163 31.093 30.560  0.23
62 H 41.287 28.644 34.638  0.20

Output
Total energy: -1952.78578 hartree
ΔE to the lowest compared entry with this formula, charge and spin: 121.8 kJ/mol
Largest force on an atom: 0.196 hartree/bohr
HOMO-LUMO gap: 6.821 eV
E_LUMO: -0.2 eV
Spin multiplicity: 1